No. 1
93
Properties=species:S:1:pos:R:3:forces:R:3 method="wB97M-V/def2-TZVPD" charge=0 e_homo_ev=-8.14 max_force_ev_per_a=2.78 spin_multiplicity=1 homo_lumo_gap_ev=8.630
O -2.702 0.405 1.743 0.38 -0.25 -0.20
C -2.878 -0.083 0.659 -0.49 -0.03 0.27
O -4.049 -0.780 0.407 0.63 -0.40 -0.57
C -1.935 0.007 -0.515 0.11 0.44 0.33
C -0.866 -1.112 -0.568 -0.49 -0.24 -0.67
C -1.386 -2.552 -0.270 0.40 -0.46 0.95
B -0.421 -3.188 0.809 0.49 -0.84 -1.15
O -0.835 -3.786 1.999 0.09 1.35 0.17
B -0.220 -3.126 3.059 0.41 -0.30 0.78
O 1.119 -2.745 3.012 -1.12 -0.07 -1.10
B 1.590 -2.566 1.719 1.51 0.13 -0.39
Br 3.170 -1.509 1.506 -0.92 -1.32 -1.87
O 0.972 -3.101 0.589 -0.91 0.81 1.25
H -4.191 -1.417 1.121 -0.24 0.46 0.26
H -1.396 0.949 -0.397 -0.13 -0.18 0.12
H -2.458 0.095 -1.470 -0.26 -0.38 0.34
H -0.482 -1.121 -1.592 0.05 0.21 0.25
H -0.009 -0.820 0.050 -0.29 -0.15 0.10
H -1.384 -3.201 -1.157 0.00 0.31 0.02
H -2.399 -2.595 0.143 0.07 0.18 -0.26
H -0.816 -2.801 4.034 -0.15 -0.36 0.03
C -0.878 4.058 -4.977 0.10 -0.02 0.04
C -2.229 3.426 -4.663 0.20 0.20 -0.30
C -2.373 3.040 -3.187 0.08 -0.16 -0.30
C -1.345 2.060 -2.820 -0.12 0.26 0.02
N -0.552 1.284 -2.529 0.30 0.23 -0.43
H -0.055 3.364 -4.794 -0.03 -0.02 0.02
H -0.830 4.346 -6.028 -0.01 0.03 0.02
H -0.719 4.949 -4.368 0.00 -0.09 -0.14
H -2.365 2.542 -5.291 -0.11 -0.05 0.10
H -3.023 4.125 -4.921 -0.09 -0.07 0.13
H -3.357 2.605 -3.006 0.02 0.00 0.07
H -2.270 3.920 -2.551 0.02 0.01 -0.02
C 1.921 -6.328 0.738 -0.05 0.03 0.01
C 0.727 -7.096 1.296 0.12 0.23 -0.07
C 1.112 -8.462 1.876 -0.09 0.11 -0.27
C 1.711 -9.313 0.839 -0.08 -0.02 0.34
N 2.174 -9.976 0.025 0.05 -0.03 -0.12
H 2.387 -6.865 -0.090 0.00 -0.02 0.03
H 1.603 -5.351 0.375 0.11 -0.10 0.00
H 2.677 -6.168 1.511 0.01 0.01 -0.02
H -0.014 -7.228 0.504 -0.04 -0.08 0.07
H 0.254 -6.500 2.080 -0.04 -0.09 0.03
H 0.231 -8.965 2.274 0.06 -0.08 0.02
H 1.830 -8.342 2.689 0.02 -0.04 -0.02
C 3.257 3.651 2.976 -0.02 0.03 -0.04
C 1.761 3.637 3.272 0.22 0.17 -0.05
C 1.324 2.409 4.076 0.07 0.09 -0.29
C 1.617 1.176 3.335 -0.07 0.03 0.26
N 1.847 0.211 2.753 -1.63 1.84 1.30
H 3.552 2.799 2.363 -0.02 -0.04 0.05
H 3.528 4.555 2.428 0.02 0.00 0.03
H 3.840 3.628 3.899 0.01 -0.01 -0.02
H 1.211 3.672 2.329 -0.08 -0.05 0.05
H 1.498 4.537 3.831 -0.09 -0.06 0.04
H 0.252 2.448 4.274 0.00 -0.10 0.02
H 1.844 2.375 5.036 0.00 -0.04 -0.01
C 8.796 -3.807 1.558 0.02 -0.04 0.03
C 7.789 -4.732 0.883 0.25 0.03 0.07
C 6.597 -3.979 0.284 0.00 -0.13 0.25
C 5.864 -3.253 1.328 0.07 -0.02 -0.17
N 5.274 -2.678 2.131 2.00 -1.01 0.59
H 8.350 -3.278 2.400 -0.04 0.03 -0.05
H 9.640 -4.380 1.943 0.01 0.02 -0.03
H 9.183 -3.068 0.853 0.00 0.01 0.02
H 7.432 -5.463 1.611 -0.08 -0.01 -0.07
H 8.291 -5.288 0.089 -0.10 -0.01 -0.04
H 5.913 -4.678 -0.200 -0.05 0.08 -0.03
H 6.935 -3.264 -0.469 -0.04 0.03 0.01
C -6.847 1.932 -1.158 -0.04 0.01 0.00
C -7.980 2.511 -2.000 0.11 -0.08 0.26
C -7.719 2.399 -3.507 0.03 0.20 0.24
C -6.502 3.134 -3.874 -0.23 -0.22 -0.17
N -5.547 3.702 -4.156 0.07 0.07 0.05
H -5.913 2.473 -1.319 -0.01 -0.02 -0.05
H -7.086 2.005 -0.097 0.01 -0.04 -0.01
H -6.679 0.879 -1.394 0.03 0.01 0.02
H -8.127 3.558 -1.730 -0.05 0.01 -0.09
H -8.907 1.985 -1.763 -0.03 0.03 -0.11
H -8.558 2.811 -4.069 0.05 -0.01 -0.08
H -7.599 1.354 -3.798 0.04 0.02 -0.04
C -0.847 4.706 0.279 0.05 0.00 0.07
C 0.387 5.579 0.075 -0.11 -0.23 0.06
C 0.059 6.948 -0.533 0.06 -0.28 -0.08
C -0.565 6.795 -1.854 0.10 0.23 0.21
N -1.045 6.669 -2.888 -0.08 0.05 0.06
H -1.335 4.478 -0.668 0.00 0.05 0.00
H -0.571 3.756 0.739 -0.04 0.00 0.00
H -1.573 5.198 0.930 -0.02 -0.02 -0.02
H 1.094 5.051 -0.569 0.04 0.08 0.00
H 0.881 5.730 1.037 0.04 0.11 -0.05
H 0.969 7.538 -0.645 -0.05 0.06 -0.05
H -0.624 7.500 0.115 -0.02 0.02 -0.04

=====

No. 2
91
Properties=species:S:1:pos:R:3:forces:R:3 method="wB97M-V/def2-TZVPD" charge=0 e_homo_ev=-8.83 max_force_ev_per_a=4.40 spin_multiplicity=1 smiles="CCC[C@H](C)c1c(CCOC(C)=O)ccc2nc(OB(O)O)c([C@@H](Cl)CC)nc12.COC[C@@H](C)N.COC[C@@H](C)N" homo_lumo_gap_ev=8.076
C 4.108 2.356 -2.880 -1.34 -0.15 0.58
C 2.758 1.490 -2.778 0.76 0.40 0.13
C 3.060 -0.047 -2.462 -1.36 1.17 -0.64
C 1.691 -0.677 -1.926 0.62 -0.77 0.60
C 1.935 -1.734 -0.750 0.51 -0.28 -0.37
C 0.830 -1.279 -3.097 -2.05 0.92 -1.00
C -0.339 -0.527 -3.552 0.68 -1.69 -0.55
C -0.777 0.864 -2.988 -0.56 -0.33 -0.48
C -2.138 0.792 -2.164 1.03 0.96 -1.83
O -1.953 0.319 -0.812 -1.95 -1.00 -0.65
C -3.094 -0.524 -0.596 -0.78 -0.81 -0.03
C -2.999 -2.032 -1.065 0.90 0.73 -0.04
O -4.133 -0.139 -0.116 1.82 0.14 -0.34
C -1.233 -1.089 -4.653 2.72 -1.85 0.98
C -0.890 -2.364 -5.226 0.02 1.25 0.84
C 0.325 -3.164 -4.824 -2.07 2.26 0.16
N 0.509 -4.377 -5.481 3.16 0.90 2.92
C 1.632 -4.952 -4.991 -0.40 -0.12 -0.83
O 1.981 -6.212 -5.534 -1.30 0.42 1.49
B 1.133 -7.240 -5.028 0.16 -1.08 0.37
O -0.267 -7.147 -4.876 1.41 0.50 0.86
O 1.759 -8.447 -4.609 -0.32 1.76 -0.15
C 2.551 -4.417 -3.946 -0.08 0.82 -0.27
C 3.830 -5.260 -3.574 -0.77 -0.73 -0.39
Cl 5.289 -4.204 -3.277 -0.89 -0.44 -0.20
C 3.464 -6.218 -2.355 -0.85 0.13 0.68
C 4.131 -5.820 -0.985 0.19 0.01 -0.23
N 2.313 -3.244 -3.319 -1.02 -1.83 -2.21
C 1.166 -2.595 -3.761 -0.40 0.69 0.26
H 4.253 2.814 -1.858 0.26 -0.59 -1.10
H 3.937 3.214 -3.579 0.52 -0.85 0.40
H 4.971 1.698 -3.150 -0.64 0.84 0.05
H 2.164 1.978 -1.948 0.49 -0.76 -0.72
H 2.122 1.605 -3.707 0.81 -0.32 0.89
H 3.345 -0.512 -3.451 -0.01 0.21 1.27
H 3.895 -0.107 -1.718 -0.78 -0.16 -0.60
H 1.156 0.178 -1.418 0.21 -1.12 -0.87
H 2.877 -2.327 -0.953 -1.11 0.57 0.16
H 1.085 -2.462 -0.651 0.69 0.69 -0.14
H 2.074 -1.240 0.247 -0.19 -0.18 -0.96
H -1.034 1.495 -3.896 0.27 -0.62 0.96
H 0.024 1.425 -2.448 -0.81 -0.66 -0.31
H -2.573 1.835 -2.227 0.29 -1.12 0.70
H -2.821 0.133 -2.772 0.50 0.42 0.82
H -2.909 -2.648 -0.128 -0.36 0.50 -0.99
H -2.101 -2.238 -1.703 -0.68 0.34 0.62
H -3.909 -2.267 -1.671 0.64 0.11 0.87
H -2.122 -0.498 -4.981 0.90 -0.73 0.23
H -1.568 -2.786 -6.016 0.96 0.33 0.86
H -0.502 -6.539 -4.148 -0.15 -0.16 -0.85
H 1.466 -8.605 -3.694 -0.13 -0.41 -0.67
H 4.109 -5.919 -4.444 -0.37 0.97 0.88
H 3.615 -7.304 -2.631 0.19 1.27 0.27
H 2.343 -6.112 -2.203 1.12 -0.14 -0.21
H 4.060 -4.702 -0.858 0.31 -1.20 -0.14
H 3.639 -6.269 -0.082 0.23 0.14 -1.04
H 5.203 -6.168 -0.990 -1.01 0.67 0.10
C -0.185 4.782 0.420 -0.15 -0.13 -0.34
O -0.632 3.440 0.507 0.28 0.05 0.16
C -0.853 2.973 1.830 0.12 -0.35 0.04
C -2.194 3.394 2.430 -0.07 0.36 -0.12
C -2.247 4.851 2.885 0.02 0.08 0.22
N -3.281 3.146 1.485 -0.01 -0.25 -0.10
H 0.470 5.052 1.252 -0.06 0.01 0.06
H -1.038 5.462 0.369 0.10 0.17 0.14
H 0.374 4.890 -0.512 0.01 -0.09 0.05
H -0.854 1.880 1.759 0.00 0.05 -0.15
H -0.009 3.241 2.478 -0.02 0.17 0.00
H -2.359 2.776 3.318 0.05 -0.03 -0.06
H -2.362 5.545 2.051 0.03 -0.08 -0.04
H -3.099 5.009 3.549 0.01 -0.09 -0.07
H -1.342 5.122 3.436 -0.03 -0.01 -0.03
H -3.293 2.152 1.261 -0.20 0.03 0.03
H -3.024 3.584 0.601 -0.09 0.04 0.12
C -2.896 2.024 6.686 0.29 -0.12 -0.25
O -2.416 3.227 6.108 -0.27 0.12 0.18
C -2.768 4.405 6.820 0.11 0.27 -0.12
C -1.881 4.701 8.044 0.05 -0.41 -0.04
C -2.182 3.816 9.250 -0.11 0.08 0.22
N -0.455 4.591 7.717 -0.10 0.08 -0.24
H -3.873 2.155 7.157 0.03 0.05 0.06
H -2.172 1.637 7.406 -0.16 -0.07 0.15
H -2.991 1.284 5.889 -0.03 0.11 -0.03
H -2.640 5.225 6.107 0.06 -0.09 -0.03
H -3.832 4.389 7.088 0.01 -0.12 0.10
H -2.082 5.735 8.346 -0.01 0.00 -0.13
H -1.766 2.813 9.148 0.00 0.05 -0.09
H -1.748 4.248 10.154 0.03 -0.01 -0.09
H -3.260 3.724 9.411 0.05 -0.02 -0.01
H -0.235 5.257 6.980 0.05 0.05 0.13
H -0.315 3.684 7.272 0.02 0.04 0.14